## i
Molecular formula: C35H42N4RbSi2
Method: DFT, wB97M-V/def2-TZVPD

Orbital gap   5.626 eV
LUMO level   2.10 eV
Charge   -1
Spin multiplicity   1

Each line ends with the Mulliken charge.
Element x y z (Å)
Rb 0.7510 -0.3628 -0.1901  0.63
C 3.0616 -4.5493 -1.8691  -0.63
C 1.7022 -4.8135 -1.9834  -0.80
C 0.7845 -4.3035 -1.0796  -0.37
C 1.1846 -3.4945 0.0258  0.22
C 2.5783 -3.2058 0.0890  -0.19
C 3.4761 -3.7271 -0.8193  -0.43
N 0.3605 -2.9832 0.9578  -0.70
N -1.3173 -4.1706 2.3662  -0.90
C -2.0618 -2.9743 0.2787  0.09
C -3.3814 -3.3920 0.5109  -0.83
C -4.4161 -2.8057 -0.1853  -0.58
C -4.1300 -1.8134 -1.1139  -0.69
C -2.8042 -1.4645 -1.2827  -0.31
N -1.7906 -2.0156 -0.6144  0.14
H 3.7722 -4.9537 -2.5780  0.38
H 1.3440 -5.4264 -2.8058  0.32
H -0.2695 -4.5039 -1.2282  0.48
H 2.9329 -2.6104 0.9256  0.54
H 4.5299 -3.4944 -0.7059  0.39
H -3.5747 -4.1567 1.2486  0.48
H -5.4391 -3.1144 -0.0065  0.39
H -4.9084 -1.3247 -1.6840  0.42
H -2.5351 -0.6964 -2.0016  0.26
C 2.7850 1.9703 0.2645  -1.52
Si 1.8236 3.4503 0.1355  0.44
C 0.5782 3.3853 -1.3278  -1.13
N -0.3828 2.2724 -1.3374  0.69
C -1.4598 2.3997 -0.3383  -0.02
C -2.8227 2.7606 -0.9449  -0.63
C -2.6450 3.7730 -2.0710  -0.72
C -1.8000 3.1636 -3.2038  -0.70
C -0.9273 2.0192 -2.6643  -0.14
C 0.8525 3.7702 1.7432  -0.27
C 0.7400 2.7713 2.7126  -0.20
C -0.0268 2.9524 3.8574  -0.69
C -0.7061 4.1465 4.0564  -0.34
C -0.6003 5.1599 3.1121  -0.71
C 0.1751 4.9702 1.9758  0.19
C 2.6241 5.1754 -0.1719  0.31
C 2.5632 5.8778 -1.3778  -0.06
C 3.2143 7.0950 -1.5548  -0.67
C 3.9477 7.6476 -0.5166  -0.38
C 4.0274 6.9700 0.6945  -0.66
C 3.3777 5.7559 0.8545  -0.16
H 3.3671 1.8383 1.1791  0.15
H 3.3751 1.6953 -0.6144  0.26
H 1.2148 3.2622 -2.2142  0.56
H 0.0781 4.3614 -1.4520  0.29
H -1.1738 3.1690 0.3769  -0.25
H -1.5651 1.4693 0.2385  0.02
H -3.4688 3.1540 -0.1573  0.48
H -3.3196 1.8645 -1.3322  0.15
H -2.1442 4.6567 -1.6666  0.22
H -3.6124 4.1094 -2.4500  0.47
H -1.1720 3.9321 -3.6590  0.29
H -2.4442 2.7741 -3.9977  0.48
H -0.0999 1.8142 -3.3476  0.55
H -1.5230 1.1021 -2.6179  -0.51
H 1.2658 1.8358 2.5524  0.39
H -0.0981 2.1591 4.5923  0.39
H -1.3113 4.2892 4.9439  0.37
H -1.1203 6.0990 3.2642  0.38
H 0.2576 5.7754 1.2515  0.39
H 1.9963 5.4733 -2.2094  0.26
H 3.1466 7.6123 -2.5053  0.37
H 4.4547 8.5962 -0.6480  0.35
H 4.5994 7.3917 1.5133  0.36
H 3.4556 5.2393 1.8067  0.30
C -1.3671 -7.3197 -0.4745  -0.96
Si -0.6727 -6.8014 1.1819  -0.06
C 1.1734 -7.0354 1.2791  -0.78
C -1.5330 -7.7410 2.5554  -1.07
C -1.0330 -4.9836 1.4520  -0.54
C -0.9085 -3.5712 1.0163  2.06
H -1.2451 -8.3958 -0.6214  0.36
H -0.8544 -6.8055 -1.2881  0.26
H -2.4330 -7.0899 -0.5385  0.33
H 1.4258 -8.0954 1.1851  0.35
H 1.5508 -6.6780 2.2392  0.30
H 1.6825 -6.4802 0.4896  0.16
H -1.3102 -8.8091 2.4930  0.30
H -2.6163 -7.6162 2.4990  0.30
H -1.2048 -7.3814 3.5323  0.32

=====

## ii
Molecular formula: C35H42N4RbSi2
Method: DFT, wB97M-V/def2-TZVPD

Orbital gap   5.591 eV
LUMO level   2.06 eV
Charge   -1
Spin multiplicity   1

Each line ends with the Mulliken charge.
Element x y z (Å)
Rb 0.0519 0.5788 -0.4382  0.66
C 3.5384 4.7409 -2.2692  -0.56
C 4.4398 3.6919 -2.3652  -0.75
C 4.2614 2.5085 -1.6606  0.21
C 3.1611 2.3284 -0.7810  -0.18
C 2.2320 3.4125 -0.7376  -0.52
C 2.4129 4.5705 -1.4572  -0.70
N 2.8749 1.2374 -0.0500  -0.22
N 4.7660 0.6163 1.4710  -0.94
C 3.3711 -1.1264 0.3011  0.19
C 4.0070 -2.0769 1.1126  -0.60
C 3.5259 -3.3676 1.1596  -0.65
C 2.4148 -3.6994 0.3898  -0.64
C 1.8527 -2.6977 -0.3763  0.02
N 2.3005 -1.4399 -0.4268  -0.26
H 3.6828 5.6560 -2.8295  0.36
H 5.2972 3.7785 -3.0268  0.36
H 4.9261 1.6786 -1.8517  0.49
H 1.3661 3.2709 -0.1048  0.57
H 1.6732 5.3603 -1.3852  0.36
H 4.8542 -1.7823 1.7142  0.50
H 4.0025 -4.1048 1.7940  0.39
H 1.9878 -4.6931 0.3885  0.42
H 0.9818 -2.9123 -0.9907  0.20
C -2.5995 2.1885 -0.1237  -1.52
Si -3.8136 0.9333 0.1985  0.47
C -3.6276 -0.5900 -0.9417  -1.13
N -2.3258 -1.2742 -0.8867  0.56
C -2.1316 -2.0722 0.3300  -0.07
C -2.1629 -3.5883 0.0959  -0.59
C -3.2640 -3.9366 -0.9000  -0.73
C -2.9819 -3.2718 -2.2577  -0.67
C -2.0515 -2.0622 -2.0820  -0.62
C -3.7181 0.3473 2.0020  -0.18
C -2.6272 0.6820 2.8051  -0.24
C -2.5049 0.1970 4.1018  -0.66
C -3.4788 -0.6432 4.6246  -0.40
C -4.5816 -0.9779 3.8495  -0.68
C -4.6981 -0.4792 2.5583  0.13
C -5.7057 1.2905 0.0077  0.29
C -6.5000 0.7881 -1.0250  -0.07
C -7.8439 1.1190 -1.1497  -0.67
C -8.4416 1.9700 -0.2315  -0.40
C -7.6750 2.4883 0.8072  -0.67
C -6.3339 2.1502 0.9132  -0.15
H -2.5121 2.9928 0.6088  0.16
H -2.5637 2.5777 -1.1449  0.28
H -3.7252 -0.1926 -1.9606  0.59
H -4.4701 -1.2889 -0.8044  0.29
H -2.9200 -1.8215 1.0378  -0.20
H -1.1948 -1.8066 0.8425  0.02
H -2.3236 -4.0871 1.0535  0.50
H -1.2017 -3.9459 -0.2890  0.11
H -4.2159 -3.5754 -0.5006  0.21
H -3.3595 -5.0183 -1.0132  0.45
H -3.9190 -2.9598 -2.7227  0.29
H -2.5088 -3.9806 -2.9436  0.47
H -2.1149 -1.4083 -2.9544  0.56
H -1.0136 -2.4094 -2.0248  -0.06
H -1.8613 1.3347 2.3992  0.39
H -1.6473 0.4743 4.7036  0.40
H -3.3832 -1.0296 5.6324  0.37
H -5.3513 -1.6252 4.2542  0.37
H -5.5727 -0.7385 1.9688  0.40
H -6.0679 0.1202 -1.7634  0.25
H -8.4261 0.7073 -1.9668  0.36
H -9.4897 2.2288 -0.3213  0.36
H -8.1233 3.1581 1.5319  0.37
H -5.7487 2.5677 1.7281  0.30
C 7.1574 -0.0665 -2.0407  -1.08
Si 7.0561 0.6415 -0.3063  -0.11
C 7.6892 2.4009 -0.2205  -0.96
C 8.0445 -0.4543 0.8550  -1.06
C 5.2987 0.5452 0.3311  -0.50
C 3.8372 0.2991 0.2733  1.82
H 8.1968 -0.1082 -2.3752  0.36
H 6.5925 0.5135 -2.7710  0.39
H 6.7617 -1.0850 -2.0503  0.30
H 8.7428 2.4656 -0.5031  0.32
H 7.5731 2.8047 0.7865  0.32
H 7.1059 3.0334 -0.8926  0.27
H 9.1039 -0.4519 0.5857  0.32
H 7.6870 -1.4858 0.8131  0.30
H 7.9524 -0.1138 1.8879  0.33

=====

Calculated relative energies: i 0.0000; ii 0.0084, given in hartree

=====

## i
Molecular formula: C2HI5S
Method: DFT, wB97M-V/def2-TZVPD

Orbital gap (alpha / beta)   6.917 / 6.027 eV
LUMO level (alpha / beta)   -2.04 / -2.30 eV
Charge   0
Spin multiplicity   1

Each line ends with the Mulliken charge.
Element x y z (Å)
C 0.2392 -0.8089 0.2354  -0.26
C 0.8896 0.4320 -0.0930  -1.03
S -2.2910 0.2841 -0.7844  -0.14
I -0.2129 -1.0141 2.2717  0.25
I 0.6464 -2.5135 -0.8764  0.23
I 1.2330 0.8128 -2.2612  0.26
I 3.0050 0.4392 0.7730  0.20
I -0.0647 2.2855 0.6368  0.34
H -3.4446 0.0829 0.0979  0.15

=====

## ii
Molecular formula: C2HI5S
Method: DFT, wB97M-V/def2-TZVPD

Orbital gap   7.677 eV
LUMO level   -1.22 eV
Charge   0
Spin multiplicity   1

Each line ends with the Mulliken charge.
Element x y z (Å)
C 0.4315 0.1441 0.4445  -0.63
C -0.8331 -0.1031 -0.3630  -0.74
S 1.9494 0.2454 -0.5277  -0.05
I 0.5332 -1.2883 2.2725  0.22
I 0.7394 2.1980 1.2009  0.21
I -1.1273 1.4250 -1.9095  0.29
I -2.5072 0.4036 1.0994  0.24
I -1.1293 -2.0557 -1.0850  0.33
H 1.9434 -0.9691 -1.1321  0.12

=====

Calculated relative energies: i 0.0861; ii 0.0000, given in hartree

=====

## i
Molecular formula: H30O19S
Method: DFT, wB97M-V/def2-TZVPD

Orbital gap   9.334 eV
LUMO level   4.83 eV
Charge   -2
Spin multiplicity   1

Each line ends with the Mulliken charge.
Element x y z (Å)
S -0.2030 0.1802 0.1682  -0.46
O 0.3246 0.2733 1.5611  -0.70
O -0.9970 1.3484 -0.1080  0.14
O 0.9465 0.0134 -0.6824  -0.54
O -1.1270 -0.9371 0.1009  -1.01
O 2.6397 0.8774 2.6268  -0.79
H 1.8321 0.8033 2.2284  0.66
H 2.7282 1.8927 2.6277  0.32
O -1.7387 2.6641 -2.3530  -0.76
H -1.5405 2.1158 -1.6123  0.34
H -0.7816 3.0339 -2.6872  0.34
O -0.0796 3.9076 0.5013  -0.72
H 0.0309 3.6026 1.3814  0.42
H -0.3229 3.0956 0.1663  0.23
O -0.5573 -2.8687 0.6804  -0.86
H -0.1541 -3.3511 -0.1236  0.26
H -0.8290 -1.9984 0.4039  0.74
O 3.4477 -0.7453 0.4679  -0.72
H 3.4378 -0.1569 1.2144  0.35
H 2.8857 -0.5181 -0.2872  0.34
O -3.4741 -1.6200 1.3941  -0.70
H -3.6749 -2.4594 1.2456  0.41
H -2.6708 -1.4690 1.1043  0.25
O -2.2131 -1.6585 -2.1491  -0.77
H -1.7824 -2.4363 -2.5156  0.31
H -1.6658 -1.4388 -1.3210  0.77
O -2.9442 -4.0924 1.0048  -0.78
H -2.1627 -3.4633 0.9767  0.41
H -2.9210 -4.6600 0.2138  0.26
O -0.0270 2.3910 2.9414  -0.65
H -0.7687 2.0928 3.4532  0.31
H 0.2674 1.6870 2.5379  0.37
O 2.0021 -1.6714 -2.2452  -0.66
H 1.6517 -1.4222 -2.9825  0.40
H 1.4810 -0.9467 -1.7642  0.60
O 2.2931 1.6517 -2.0614  -0.66
H 2.7154 2.3190 -1.5709  0.31
H 2.0177 0.9038 -1.6149  0.64
O 4.1639 -0.5554 -2.4561  -0.70
H 3.2963 -1.1528 -2.0627  0.31
H 4.0387 0.2648 -2.5099  0.29
O 0.2540 -1.2058 3.6549  -0.69
H 0.1874 -0.4625 3.0130  0.39
H 1.0135 -1.6411 3.5397  0.26
O -1.0496 0.0415 -3.4037  -0.81
H -1.3125 -0.6375 -2.7450  0.34
H -1.0635 0.7856 -2.8178  0.34
O -2.8755 2.4514 0.9812  -0.72
H -2.5339 3.3807 1.3661  0.27
H -2.1847 1.7913 0.5184  0.32

=====

## ii
Molecular formula: H30O19S
Method: DFT, wB97M-V/def2-TZVPD

Orbital gap   8.127 eV
LUMO level   4.68 eV
Charge   -2
Spin multiplicity   1

Each line ends with the Mulliken charge.
Element x y z (Å)
S 0.0194 0.1521 -0.2105  -0.10
O -0.9826 1.0081 -0.8455  -0.57
O -0.5306 -1.2019 -0.1735  -0.71
O 1.2084 0.2211 -1.1365  -0.35
O 0.3214 0.5901 1.0855  -0.21
O -0.5056 2.1201 3.1245  -0.62
H -0.2016 1.5311 2.3685  0.23
H -1.3506 1.7791 3.3495  0.25
O 1.8044 0.2751 3.5765  -0.86
H 0.8454 0.1071 3.4605  0.37
H 1.6704 0.9861 3.0185  0.51
O 1.5454 3.0331 -1.5225  -0.64
H 0.5454 3.1051 -1.7505  0.30
H 1.5084 2.2321 -1.7025  0.32
O -2.2326 -2.7099 -1.5395  -0.70
H -1.5886 -2.0439 -1.0885  0.50
H -2.7666 -2.1579 -2.1015  0.33
O -1.9876 -1.9479 1.8525  -0.71
H -1.5286 -1.6149 0.9355  0.20
H -1.3486 -1.7849 2.3865  0.51
O -1.2826 3.6611 -1.1175  -0.75
H -1.0136 3.8881 -0.3035  0.36
H -1.4186 2.6821 -0.9945  0.45
O -3.2186 0.7661 0.5285  -0.65
H -3.4206 -0.1689 0.4305  0.34
H -2.6196 0.8611 -0.1525  0.38
O -2.7066 1.2581 -2.8635  -0.71
H -1.7786 1.2111 -3.2945  0.38
H -2.0946 1.3231 -2.1295  0.36
O 0.7164 -3.3859 -0.2875  -0.48
H 0.1104 -2.7959 -0.1715  0.44
H 0.8524 -3.6019 -1.1405  0.34
O 0.1154 -0.8229 3.0715  -0.83
H -0.3846 -0.3629 3.7125  0.45
H 0.1844 -0.1589 2.2545  0.26
O 3.4404 1.7571 -0.3265  -0.75
H 3.3564 0.8571 -0.5525  0.44
H 3.2374 2.2641 -1.0895  0.27
O 2.7314 -0.8389 -0.8775  -0.69
H 3.0794 -1.4129 -1.5645  0.16
H 1.7684 -0.6219 -0.9745  0.20
O 0.6454 -0.6949 -3.4235  -0.66
H 1.4684 -0.7329 -3.9485  0.29
H 0.6934 -0.3619 -2.6145  0.50
O -0.7856 -4.8729 0.0515  -0.79
H -0.3896 -3.9219 -0.0935  0.37
H -0.2076 -5.0759 0.6925  0.26
O 1.4784 2.1661 1.6095  -1.05
H 2.1524 2.0671 0.9945  0.40
H 0.8444 1.3891 1.4895  0.65

=====

Calculated relative energies: i 0.0000; ii 0.3284, given in hartree

=====

## i
Molecular formula: CH7NO2
Method: DFT, wB97M-V/def2-TZVPD

Orbital gap   10.443 eV
LUMO level   0.91 eV
Charge   0
Spin multiplicity   1
Structure (SMILES)   CO.NO

Each line ends with the Mulliken charge.
Element x y z (Å)
C 1.7242 0.4140 -0.2216  -0.49
H 2.5494 0.3517 -1.0270  0.23
H 1.9154 0.9627 0.7334  0.28
H 0.8817 0.9269 -0.7700  0.20
H 1.9264 -1.1952 0.7943  0.29
H -0.8842 -0.9947 -0.1348  0.36
H -2.7167 0.8850 -0.4649  0.23
H -2.7178 0.0769 1.1041  0.25
N -2.1573 0.3828 0.2304  -0.43
O 1.2857 -0.9034 0.1836  -0.50
O -1.8069 -0.9067 -0.4276  -0.42

=====

## ii
Molecular formula: CH7NO2
Method: DFT, wB97M-V/def2-TZVPD

Orbital gap   10.002 eV
LUMO level   0.76 eV
Charge   0
Spin multiplicity   1
Structure (SMILES)   C=N.O.O

Each line ends with the Mulliken charge.
Element x y z (Å)
C -0.9762 2.0147 -2.6598  -0.23
N -0.1468 2.0601 -1.6747  -0.49
H -0.6491 1.7761 -3.6887  0.23
H -2.0475 2.0602 -2.4692  0.24
H -0.5705 1.3845 -1.0220  0.26
H 3.2510 -1.1505 1.8118  0.32
H 2.7591 0.2168 1.6488  0.32
O 2.4187 -0.6549 1.8979  -0.63
H -1.0263 -2.6102 2.7907  0.31
H -1.4243 -2.7873 1.2793  0.31
O -1.5881 -2.3096 2.0860  -0.63

=====

Calculated relative energies: i 0.0087; ii 0.0000, given in hartree